C41H38O7 | the ωB97M-V functional and the def2-TZVPD basis

Element x y z (Å)
H  2.91  2.47  0.25
H  -2.40  -1.96  3.95
C  1.61  0.88  -0.36
H  -1.81  8.91  -3.36
H  -1.08  1.01  -2.39
C  5.39  1.20  1.75
H  0.31  8.06  -2.40
C  -2.55  5.61  -3.25
H  6.43  2.51  -0.22
O  8.19  -0.32  -0.61
H  -3.00  -2.16  6.34
H  -0.95  0.36  1.54
H  4.21  1.41  -1.32
C  -5.56  -5.14  2.71
H  3.78  -0.20  -0.81
O  8.91  -1.22  1.33
H  -5.97  -5.09  5.34
H  -3.64  7.33  -3.89
H  -6.63  -6.43  0.63
H  6.33  1.33  -1.54
O  -4.74  5.11  -3.97
C  2.87  1.38  0.33
H  0.30  -1.12  -1.47
H  6.55  -3.03  2.90
C  -2.04  1.37  -2.75
H  5.36  2.29  1.79
H  8.61  1.68  -0.65
C  6.50  1.44  -0.47
C  -5.19  -4.40  5.05
H  0.38  1.45  1.94
C  -3.45  3.22  -3.37
C  7.08  -3.20  0.90
O  -2.62  -2.46  1.53
C  -1.68  7.85  -3.18
C  -4.27  0.97  -3.54
O  7.55  -2.35  -0.09
H  5.33  -2.27  1.71
C  -0.49  7.37  -2.64
H  2.81  1.05  1.36
H  0.60  5.63  -2.01
C  7.92  1.02  -0.14
H  1.46  1.12  -1.41
C  -5.60  -5.53  -1.03
O  -0.09  3.24  -2.07
C  -3.97  -3.86  -0.48
O  -6.39  -5.95  3.05
C  -3.52  -2.75  5.60
C  -4.25  -4.03  0.87
H  -3.22  -3.13  -0.78
C  -1.13  3.67  -2.53
H  -5.07  0.28  -3.78
H  -4.43  -4.46  -2.48
C  -4.85  -4.29  3.70
H  5.71  -0.37  0.33
C  4.06  0.79  -0.44
C  -3.85  -3.40  3.31
C  -4.65  -4.60  -1.43
C  -2.23  2.74  -2.90
H  6.32  0.90  2.25
H  -2.90  -0.57  -2.97
H  7.38  -4.23  0.76
H  4.60  0.77  2.36
C  -3.49  -3.23  1.87
C  -1.34  5.13  -2.74
C  -0.32  6.02  -2.42
C  8.25  -1.26  0.34
C  5.42  0.68  0.32
C  -5.88  -5.71  0.31
C  0.69  0.12  0.26
C  -3.05  0.49  -3.08
C  6.26  -2.80  1.88
C  -3.18  -2.64  4.26
C  -4.53  -3.63  5.99
C  -2.71  6.97  -3.48
C  0.12  -1.11  -0.39
C  -5.21  -4.96  1.27
H  -6.13  -6.12  -1.78
H  -5.42  2.72  -4.05
H  -0.96  -1.15  -0.24
C  0.13  0.44  1.62
H  -4.80  -3.71  7.04
C  -4.47  2.33  -3.69
H  0.53  -2.00  0.10
H  8.11  1.12  0.93
C  -3.68  4.68  -3.57
H  0.42  -0.29  2.39

The calculated total energy is -57463.41682 eV. Its SMILES is C=COC(=O)OCC[C@@H](C)CCC=C(C)C.O=C1c2ccccc2C(=O)c2ccccc21.O=C1c2ccccc2C(=O)c2ccccc21. Its strongest force on any atom is 1.860 eV/A. For the HOMO energy, the calculation gives -7.697 eV. For the frontier orbital gap, the calculation gives 6.617 eV.

Results of the Löwdin charge analysis, in e, for atoms 1 through 5: 0.12 0.12 -0.11 0.11 0.11

***

C20H11ClN7O6PtS3 | the ωB97M-V functional and the def2-TZVPD basis

Element x y z (Å)
N  2.44  0.21  -3.18
C  -1.72  -2.58  3.75
O  -0.50  -2.96  -2.79
C  -3.06  1.05  1.22
N  0.15  -2.50  -1.90
C  -2.49  -3.55  1.69
C  1.60  -1.71  2.59
H  1.10  0.11  -5.27
H  -1.38  -2.70  4.77
H  3.16  3.21  -4.46
C  -1.39  1.61  -0.09
O  -0.18  -1.24  -1.64
O  -0.57  3.26  -1.57
H  4.50  3.27  -2.35
H  -2.03  -4.68  3.45
N  -1.11  0.43  0.42
C  3.89  2.41  -2.60
H  2.26  1.10  -6.18
C  1.93  -0.42  2.83
Cl  -4.47  0.87  2.14
H  -1.45  -0.44  3.73
C  -1.75  -1.32  3.18
C  -2.53  -2.30  1.10
S  2.95  -0.94  -0.84
C  2.43  -0.03  4.11
C  1.71  -2.71  3.60
O  -4.44  3.55  0.66
Pt  0.85  -0.34  -0.10
S  1.78  0.85  1.64
S  0.97  -2.29  1.06
H  -2.76  -4.43  1.10
C  -2.15  -1.21  1.86
N  3.86  1.41  -1.72
N  1.79  -3.55  4.39
O  0.69  1.48  -1.17
C  1.63  1.06  -5.29
C  -0.36  2.18  -1.02
C  -2.08  -3.69  3.01
H  -2.79  -2.17  0.06
C  -3.39  3.33  0.12
C  3.11  0.37  -2.04
H  0.90  1.88  -5.37
H  -1.95  3.87  -1.09
C  3.16  2.38  -3.78
N  2.84  0.29  5.13
O  -2.84  4.19  -0.73
C  -2.64  2.07  0.39
C  2.44  1.22  -4.04
N  -2.12  0.08  1.23

The calculated total energy is -91911.17608 eV. The net charge is -1. Its strongest force on any atom is 0.136 eV/A. For the HOMO energy, the calculation gives -5.550 eV. For the frontier orbital gap, the calculation gives 7.203 eV. The value obtained for the energy relative to the best compared isomer or geometry (same formula, charge and spin) is 0.00 kJ/mol.

Results of the natural (NBO) charge analysis, in e, for atoms 1 through 5: -0.46 -0.20 -0.38 0.19 0.33

***

CH20O16P2 | the ωB97M-V functional and the def2-TZVPD basis

Element x y z (Å)
H  -4.32  0.02  4.60
H  1.42  2.46  -3.91
O  -0.44  -0.48  0.30
H  -4.69  -4.66  -0.38
P  0.56  -3.70  -3.97
H  -3.35  -4.53  -1.09
H  1.07  1.01  -4.32
O  4.83  -0.12  3.68
P  4.24  3.06  -0.12
H  -3.68  -1.23  4.02
H  -4.24  1.79  -0.13
O  1.42  -2.41  -4.00
H  5.63  0.41  3.71
O  3.25  2.33  0.75
H  -1.22  -0.07  -0.09
H  0.93  4.09  1.76
O  0.22  -3.93  -2.48
O  0.81  1.93  -4.43
O  5.50  2.20  -0.24
O  -3.34  1.93  -1.92
O  3.68  3.53  -1.49
O  1.44  -4.94  -4.22
H  -0.05  1.93  -4.01
O  -0.86  -3.87  3.98
O  -0.58  -3.71  -4.95
H  -5.11  2.49  -1.48
H  -0.06  -4.14  3.53
O  0.44  4.87  2.03
H  -3.98  3.51  -0.60
H  4.20  0.27  3.07
H  4.90  -1.06  3.49
O  5.01  4.22  0.56
H  0.33  0.10  0.38
O  -4.45  -0.92  4.51
H  -1.06  -4.60  4.57
H  -0.15  -1.24  -0.21
O  -4.28  -4.29  -1.16
C  -4.16  2.49  -0.96
H  0.14  5.26  1.21

The calculated total energy is -52678.70211 eV. The net charge is -4. Its strongest force on any atom is 2.877 eV/A. For the HOMO energy, the calculation gives 4.845 eV. For the frontier orbital gap, the calculation gives 1.791 eV.

Results of the natural (NBO) charge analysis, in e, for atoms 1 through 5: 0.46 0.57 -0.94 0.44 2.46

***

C4H16NO4S2 | the ωB97M-V functional and the def2-TZVPD basis

Element x y z (Å)
H  -1.42  -1.18  2.29
H  -0.19  -1.23  -3.04
S  -0.68  2.18  -0.37
H  1.95  1.18  -1.83
H  3.35  -1.51  -1.20
H  -2.33  -1.22  -0.74
C  -2.27  0.27  0.78
C  -1.29  1.39  1.14
C  2.36  1.67  -0.98
H  2.84  0.90  -0.45
H  3.19  2.39  -1.36
O  -3.36  -0.76  2.60
S  1.20  2.67  0.07
H  3.58  -1.18  0.32
O  0.56  -2.12  1.50
C  -2.34  -0.75  2.01
H  -0.57  1.03  1.89
H  0.81  -1.28  2.04
O  -0.74  -0.44  -2.94
O  2.91  -1.23  -0.43
H  -3.24  0.70  0.51
H  1.46  -2.57  1.46
H  -1.68  2.16  1.76
N  -1.68  -0.51  -0.46
H  -1.55  0.18  -1.16
H  -0.84  -1.02  -0.25
H  -0.06  0.26  -3.16

The calculated total energy is -35753.40180 eV. As for the spin multiplicity: 2. The expectation value of S² is 0.754. Its strongest force on any atom is 6.351 eV/A. For the HOMO energy (spin up / spin down), the calculation gives -3.333 / -7.694 eV. For the frontier orbital gap (spin up / spin down), the calculation gives 3.073 / 7.345 eV. The value obtained for the energy relative to the best compared isomer or geometry (same formula, charge and spin) is 91.65 kJ/mol.

Results of the natural (NBO) charge analysis, in e, for atoms 1 through 5: 0.10 0.47 0.03 0.21 0.47

***

C48H120N8 | the ωB97M-V functional and the def2-TZVPD basis

Element x y z (Å)
C  0.62  -4.57  5.14
H  -5.24  5.38  1.13
C  -9.28  -4.07  0.04
H  -3.82  -1.32  -1.28
C  -4.99  1.03  8.21
C  2.17  -1.32  3.96
C  4.79  0.18  -5.72
H  -5.52  -2.78  -3.47
H  3.08  -1.13  -8.28
C  1.62  4.00  -1.25
H  2.73  -2.90  5.16
H  -1.28  7.23  -0.91
H  3.60  4.24  -2.72
H  -3.02  5.32  1.77
H  -10.26  -4.33  -0.36
C  -5.01  5.91  0.21
H  5.36  2.22  -5.57
H  -1.77  -2.53  -0.06
H  6.55  -0.32  -0.74
H  -3.66  3.00  6.70
H  -2.14  4.21  -1.00
H  1.73  -0.06  -5.72
H  -1.40  3.55  7.05
C  0.91  -0.35  -2.55
H  -4.82  -0.33  5.35
H  9.84  -2.23  -1.74
C  -2.69  5.54  0.76
H  -2.40  8.65  -0.78
H  5.81  -0.04  -5.40
H  2.37  -4.48  6.41
H  -1.89  8.06  -2.35
H  -2.55  -0.64  -2.33
H  2.45  1.77  1.99
H  -1.61  2.23  8.08
H  -5.06  0.70  9.25
N  0.93  -3.46  4.26
H  -6.09  7.43  -0.93
H  5.91  3.25  -2.64
H  0.33  0.56  -2.60
C  -1.60  2.47  7.01
H  0.03  0.55  2.45
H  -7.18  -5.40  0.98
H  -5.90  0.78  7.67
C  -0.29  -2.85  3.76
H  9.06  -3.47  -0.70
H  -4.85  2.11  8.28
C  2.94  2.37  -0.01
H  5.26  -2.19  -2.82
C  3.77  3.34  -2.12
H  2.47  5.91  -1.93
H  -6.13  -6.11  -0.20
H  -2.79  0.31  3.74
H  -9.20  -3.03  0.36
H  6.25  -2.20  -4.95
H  -0.08  -1.97  3.16
C  4.55  -2.18  -6.37
H  -8.41  -5.42  -1.39
C  -5.97  -4.08  -1.82
H  4.29  -0.89  -1.05
C  5.96  -2.57  -5.93
H  -4.45  0.30  3.08
H  -7.14  -3.45  -3.50
N  4.42  -0.80  -6.74
C  -0.54  0.38  1.53
C  9.24  -3.13  -1.72
H  -4.18  7.37  -1.61
H  -7.07  6.50  0.25
H  2.44  -5.72  5.14
H  -0.54  -3.98  1.95
H  1.39  3.55  -2.23
C  0.22  -1.43  -1.68
H  1.82  -1.78  -6.02
H  -5.95  7.74  0.81
H  -0.77  1.86  6.67
H  8.21  -0.47  -1.25
H  -9.10  -4.69  0.92
H  7.35  1.02  -2.69
H  1.47  6.05  -0.51
H  -5.10  5.21  -0.63
H  2.39  1.56  -0.52
H  6.61  -2.13  -6.70
N  6.96  -2.16  -1.53
H  -0.93  -2.62  4.63
H  -3.74  1.80  3.49
C  0.17  -0.60  0.57
C  -6.11  6.97  0.05
H  1.16  -0.69  -3.56
H  -8.54  -3.82  -1.92
H  3.33  2.53  -2.72
C  -2.14  7.75  -1.34
C  -3.78  0.75  3.82
H  -2.44  -1.00  0.37
C  7.00  0.01  -2.90
N  -3.38  0.90  6.23
H  3.69  -2.54  -0.67
N  -0.60  -0.83  -0.63
H  3.95  1.98  0.10
N  -6.87  -4.18  -0.66
H  -0.12  -4.25  5.90
H  0.38  -1.56  1.08
H  -2.84  2.66  5.28
H  1.89  -0.16  -2.10
H  3.81  1.97  -6.44
H  7.49  -0.47  -3.73
N  -3.65  6.48  0.12
C  -1.87  -1.49  -0.41
C  -2.48  4.20  0.03
C  -3.76  0.39  7.56
C  7.18  -0.72  -1.54
H  -2.88  0.41  8.20
H  -1.46  -0.12  1.85
H  -3.96  -0.68  7.40
H  1.37  -0.58  3.87
H  4.30  -2.83  -7.22
H  3.82  -2.56  -5.62
H  -4.82  -5.47  1.75
C  -5.21  -4.66  1.13
C  1.56  5.53  -1.46
C  4.57  -1.91  -0.82
H  5.64  3.75  -1.02
C  5.57  -2.50  -1.80
H  0.08  -5.37  4.62
C  -1.13  -3.76  2.85
H  5.46  -3.59  -1.86
H  5.07  -1.90  0.15
H  9.73  -3.95  -2.25
C  -4.40  0.66  5.21
H  0.68  5.69  -2.08
H  0.98  -2.07  -1.20
H  7.99  -2.51  -3.38
C  7.87  -2.94  -2.38
C  -6.37  -5.15  0.29
H  1.02  -0.78  -7.22
H  -6.73  -2.11  -2.40
C  -2.93  2.28  6.31
H  2.69  3.46  1.89
H  1.11  -0.09  0.34
C  4.82  1.60  -6.28
H  -3.20  5.91  -1.90
H  2.47  -1.70  2.98
C  -3.32  6.79  -1.27
H  -3.43  3.67  0.04
H  5.37  1.66  -7.22
H  1.21  2.85  1.24
H  6.04  -3.65  -5.89
H  -5.47  -3.82  1.77
C  -2.80  -1.44  -1.63
C  5.24  3.09  -1.80
H  -1.79  6.15  0.87
H  -2.01  -3.27  2.43
C  -8.25  -4.38  -1.03
H  0.88  3.74  -0.51
C  1.77  -2.45  4.91
H  4.17  0.15  -4.82
C  1.79  -5.22  5.86
H  -1.71  3.64  0.57
H  5.91  0.02  -3.05
H  -5.00  -3.76  -1.44
H  2.94  0.47  -7.70
H  -1.40  -4.68  3.36
C  -6.37  -3.03  -2.84
H  -5.78  -5.08  -2.25
H  -5.21  1.40  5.33
H  -0.80  1.34  1.11
H  1.34  -2.10  5.86
H  -4.41  -4.30  0.47
C  2.27  2.63  1.33
H  1.42  -5.97  6.56
H  7.38  -3.90  -2.45
C  1.85  -0.80  -6.51
H  3.06  -0.81  4.33
H  -0.35  -2.05  -2.37
N  2.97  3.52  -0.91
H  5.34  2.06  -1.47
C  3.13  -0.55  -7.36
H  -2.70  -2.34  -2.26

The calculated total energy is -63639.80209 eV. Its SMILES is CCN(CC)CC.CCN(CC)CC.CCN(CC)CC.CCN(CC)CC.CCN(CC)CC.CCN(CC)CC.CCN(CC)CC.CCN(CC)CC. Its strongest force on any atom is 2.121 eV/A. For the HOMO energy, the calculation gives -8.189 eV. For the frontier orbital gap, the calculation gives 8.828 eV. The value obtained for the energy relative to the best compared isomer or geometry (same formula, charge and spin) is 94.16 kJ/mol.

Results of the Löwdin charge analysis, in e, for atoms 1 through 5: -0.28 0.11 -0.08 0.07 -0.08

***

C32H44BCl3N12O2STc | the ωB97M-V functional and the def2-TZVPD basis

Element x y z (Å)
C  1.41  -0.13  -2.31
N  -2.83  1.07  -2.39
N  -0.33  2.90  1.38
C  -0.56  -2.64  -5.03
C  -5.03  1.63  -2.47
H  1.45  3.41  2.37
H  -1.42  -3.02  -5.54
N  -2.41  -1.98  -2.16
Cl  3.75  -1.39  -1.97
H  5.52  -0.77  0.44
C  -4.36  2.58  -3.17
H  4.46  2.70  3.02
H  -1.21  -5.19  -4.47
C  6.50  2.43  5.77
C  5.14  2.24  3.74
C  -2.98  2.18  -3.10
N  -0.19  -1.80  0.12
Tc  -1.55  -0.50  -1.05
H  1.56  3.45  0.56
H  -3.32  -4.17  -4.42
O  3.74  0.88  1.77
H  -6.18  -0.66  0.97
C  6.12  0.24  4.75
H  -6.09  1.45  -2.28
B  -4.59  -0.67  -1.45
H  -5.44  -2.63  -3.38
H  0.19  3.48  -3.40
C  -0.78  3.49  -2.92
H  7.31  0.56  6.49
H  6.73  -1.17  1.80
H  -4.70  3.57  -3.56
H  7.20  4.27  6.66
N  -3.00  -0.95  0.49
C  6.01  -0.41  1.33
H  -0.90  -0.90  2.12
H  -2.98  -0.73  4.47
H  -0.97  -5.28  -2.75
N  -2.43  2.20  0.68
C  6.66  1.01  5.74
N  -4.17  0.72  -2.00
H  8.12  2.89  7.11
N  -3.86  -1.87  -2.17
H  -0.75  3.68  1.82
Cl  3.06  0.21  -4.25
C  -2.12  -2.83  -3.14
H  -3.05  1.67  0.10
H  6.45  3.08  7.80
C  -1.87  2.93  -3.82
C  -1.39  2.11  -5.01
H  5.58  4.06  4.80
O  -0.54  0.95  0.21
C  1.12  2.90  1.43
C  -1.65  -2.67  3.27
C  -3.04  -1.09  1.83
C  -4.36  -2.61  -3.18
C  -5.12  -0.78  1.12
N  0.26  -0.16  -2.13
H  -2.58  -3.09  3.72
H  1.61  1.93  1.38
H  0.43  -5.22  -3.86
C  0.27  -2.88  0.37
H  -2.80  3.16  0.80
H  -1.23  -0.48  4.69
H  -1.24  -3.40  2.55
C  2.81  0.12  -2.54
C  0.66  -5.16  -0.11
H  0.32  -3.13  -5.50
C  -0.73  -3.24  -3.60
C  -4.40  -0.99  2.26
H  6.23  -0.84  4.73
H  -0.01  -2.81  -2.90
H  -0.82  1.23  -4.60
H  -2.19  0.74  3.73
C  -3.31  -3.32  -3.78
H  -1.02  -2.64  4.20
H  -4.74  -1.03  3.28
C  -0.58  -4.78  -3.67
H  -5.78  -0.79  -1.55
C  -1.09  1.99  0.69
C  -1.82  -1.20  2.74
N  0.94  -3.97  0.33
H  -2.49  3.72  -4.14
S  4.59  -0.09  2.47
N  0.51  -6.28  -0.51
C  7.08  3.20  6.93
H  -0.67  2.63  -5.64
H  -0.76  3.00  -1.91
C  -2.05  -0.34  3.97
Cl  3.28  1.54  -1.54
H  -0.58  -1.54  -4.99
H  -1.04  4.56  -2.76
N  -4.27  -0.77  0.05
H  -2.27  1.80  -5.62
C  5.71  2.97  4.74
H  6.46  0.59  1.16
C  5.37  0.88  3.76

The calculated total energy is -107136.15392 eV. As for the spin multiplicity: 4. The expectation value of S² is 3.813. The net charge is +2. Its strongest force on any atom is 3.502 eV/A. For the HOMO energy (spin up / spin down), the calculation gives -12.219 / -12.219 eV. For the frontier orbital gap (spin up / spin down), the calculation gives 5.972 / 2.791 eV.

Results of the Löwdin charge analysis, in e, for atoms 1 through 5: -0.32 0.07 0.05 -0.04 -0.07

***

C5H10N | the ωB97M-V functional and the def2-TZVPD basis

Element x y z (Å)
H  1.18  -0.65  -1.94
H  -0.81  0.92  -1.94
C  -1.04  0.72  -0.91
H  -0.01  -1.54  -0.85
C  0.42  0.26  -0.27
H  1.61  -0.33  1.60
H  -1.53  -1.28  2.13
N  0.87  -1.00  -0.99
C  -0.82  -0.46  1.99
H  -1.64  -0.16  -0.52
H  -0.44  1.81  2.66
H  -1.40  1.56  -0.37
C  0.31  0.00  1.19
C  -0.48  0.79  2.12
H  1.09  1.10  -0.46
H  1.54  -1.57  -0.53

The calculated total energy is -6826.37641 eV. The net charge is +1. Its strongest force on any atom is 5.631 eV/A. For the HOMO energy, the calculation gives -13.558 eV. For the frontier orbital gap, the calculation gives 9.960 eV. The value obtained for the energy relative to the best compared isomer or geometry (same formula, charge and spin) is 369.11 kJ/mol.

Results of the natural (NBO) charge analysis, in e, for atoms 1 through 5: 0.47 0.23 -0.61 0.45 -0.07